Entry 1:
DFT (ωB97M-V/def2-TZVPD) results for the molecule C19H29N3O3S.

Last columns: bonded neighbours and bond lengths (Å).
Cartesian coordinates (Å):
1 S 1.230 -1.438 -0.361  C24 1.662
2 O 2.078 2.801 -1.677  C10 1.415, C13 1.353
3 O -2.106 -0.052 2.781  C25 1.218
4 O 0.357 4.097 -3.083  C8 1.411, C22 1.361
5 N -1.062 -0.101 0.802  N6 1.394, C25 1.352, H50 1.018
6 N -1.154 -1.491 0.748  N5 1.394, C24 1.359, H32 1.017
7 N -0.090 -3.534 0.466  C21 1.449, C24 1.341, H46 1.008
8 C -0.465 4.920 -3.881  O4 1.411, C18 1.527, H31 1.094, H52 1.098
9 C -0.999 -4.335 2.619  C17 1.526, C21 1.537, H27 1.092, H36 1.092
10 C 3.040 1.979 -1.042  O2 1.415, C11 1.520, H43 1.100, H51 1.098
11 C 4.257 1.915 -1.951  C10 1.520, H39 1.086, H47 1.087, H55 1.086
12 C 0.226 -6.497 1.039  C16 1.528, C20 1.525, H28 1.091, H34 1.092
13 C 0.856 2.936 -1.112  O2 1.353, C14 1.384, C22 1.417
14 C 0.491 2.437 0.126  C13 1.384, C19 1.397, H54 1.080
15 C -1.723 3.304 -0.135  C19 1.380, C26 1.389, H41 1.079
16 C -1.029 -5.775 0.553  C12 1.528, C21 1.531, H33 1.092, H35 1.091
17 C 0.277 -5.038 3.073  C9 1.526, C20 1.525, H38 1.091, H48 1.092
18 C -0.534 6.358 -3.370  C8 1.527, H29 1.087, H42 1.087, H49 1.087
19 C -0.802 2.614 0.626  C14 1.397, C15 1.380, C23 1.501
20 C 0.304 -6.475 2.563  C12 1.525, C17 1.525, H40 1.092, H44 1.091
21 C -1.120 -4.343 1.086  N7 1.449, C9 1.537, C16 1.531, H45 1.098
22 C -0.095 3.654 -1.878  O4 1.361, C13 1.417, C26 1.383
23 C -1.180 2.026 1.954  C19 1.501, C25 1.519, H30 1.091, H53 1.094
24 C -0.062 -2.198 0.356  S1 1.662, N6 1.359, N7 1.341
25 C -1.494 0.540 1.911  O3 1.218, N5 1.352, C23 1.519
26 C -1.370 3.827 -1.372  C15 1.389, C22 1.383, H37 1.078
27 H -1.868 -4.848 3.036  C9 1.092
28 H 0.208 -7.527 0.680  C12 1.091
29 H 0.469 6.774 -3.312  C18 1.087
30 H -2.053 2.530 2.373  C23 1.091
31 H 0.012 4.901 -4.865  C8 1.094
32 H -1.759 -1.823 1.496  N6 1.017
33 H -1.053 -5.755 -0.539  C16 1.092
34 H 1.121 -6.025 0.626  C12 1.092
35 H -1.910 -6.321 0.896  C16 1.091
36 H -1.007 -3.310 2.993  C9 1.092
37 H -2.117 4.364 -1.935  C26 1.078
38 H 0.329 -5.028 4.163  C17 1.091
39 H 5.022 1.290 -1.499  C11 1.086
40 H -0.545 -7.022 2.978  C20 1.092
41 H -2.728 3.448 0.231  C15 1.079
42 H -0.979 6.397 -2.379  C18 1.087
43 H 3.318 2.407 -0.068  C10 1.100
44 H 1.218 -6.971 2.894  C20 1.091
45 H -2.093 -3.923 0.796  C21 1.098
46 H 0.731 -4.007 0.119  N7 1.008
47 H 4.655 2.914 -2.112  C11 1.087
48 H 1.146 -4.496 2.694  C17 1.092
49 H -1.129 6.961 -4.050  C18 1.087
50 H -0.374 0.288 0.160  N5 1.018
51 H 2.634 0.972 -0.884  C10 1.098
52 H -1.471 4.492 -3.978  C8 1.098
53 H -0.361 2.141 2.671  C23 1.094
54 H 1.217 1.911 0.728  C14 1.080
55 H 3.975 1.496 -2.912  C11 1.086

## Properties
HOMO energy, eV: -7.90
LUMO energy, eV: 0.77
Maximum force, eV/A: 0.70
Frontier orbital gap, eV: 8.673
SMILES string: CCOc1ccc(CC(=O)NNC(=S)NC2CCCCC2)cc1OCC
Energy above the lowest of the compared OMol25 structures with the same formula, charge and spin, kcal per mole: 17.4
Charge: 0

=====

Entry 2:
DFT (ωB97M-V/def2-TZVPD) results for a cluster of 3 separate species, C19H29N3O6S3 in total.

Last columns: bonded neighbours and bond lengths (Å).
Cartesian coordinates (Å):
1 S -5.831 -2.046 -2.184  C19 1.896, H48 1.432
2 S 2.751 -2.647 4.251  O7 1.446, O8 1.630, O9 1.447, C17 1.775
3 S -0.906 1.770 -4.863  O4 1.446, O5 1.447, O6 1.630, C29 1.775
4 O -0.047 1.557 -3.718  S3 1.446
5 O -0.640 1.161 -6.148  S3 1.447
6 O -1.115 3.373 -5.076  S3 1.630, C14 1.420
7 O 3.422 -1.820 3.272  S2 1.446
8 O 3.824 -3.703 4.877  S2 1.630, C21 1.420
9 O 1.971 -2.083 5.330  S2 1.447
10 N -3.211 -0.251 1.008  C15 1.503, C26 1.503
11 N 2.390 2.109 1.253  C13 1.514, C24 1.513, H58 1.064
12 N -2.972 -1.550 -2.060  C19 1.502, C20 1.503
13 C 1.935 3.023 0.136  N11 1.514, H42 1.170, H43 1.194, H53 1.170
14 C 0.034 4.199 -5.199  O6 1.420, C16 1.518, H32 1.095, H44 1.095
15 C -1.950 -0.385 0.202  N10 1.503, C20 1.627, C22 1.670
16 C 0.652 4.089 -6.581  C14 1.518, H41 1.094, H45 1.094, H46 1.094
17 C 1.746 -3.834 3.394  S2 1.775, H37 1.091, H38 1.092, H50 1.092
18 C -5.957 -0.434 3.897  C31 1.399, H55 1.194
19 C -4.266 -1.433 -1.305  S1 1.896, N12 1.502, C26 1.627
20 C -1.801 -0.994 -1.300  N12 1.503, C15 1.627, C30 1.662
21 C 5.025 -3.199 5.444  O8 1.420, C23 1.518, H47 1.095, H57 1.095
22 C -0.551 0.180 0.918  C15 1.670, C25 1.651, H39 1.183
23 C 4.785 -2.615 6.823  C21 1.518, H34 1.094, H36 1.094, H54 1.094
24 C 2.342 0.646 0.871  N11 1.513, C25 1.640, H40 1.190, H52 1.194
25 C 0.933 0.148 0.196  C22 1.651, C24 1.640, C27 1.672
26 C -4.350 -0.777 0.181  N10 1.503, C19 1.627, C28 1.670
27 C 1.050 -0.475 -1.351  C25 1.672, C30 1.640, H35 1.170
28 C -5.870 -0.676 0.865  C26 1.670, C31 1.668, H33 1.173, H51 1.172
29 C -2.576 1.389 -4.396  S3 1.775, H49 1.092, H56 1.091, H59 1.092
30 C -0.323 -1.028 -2.059  C20 1.662, C27 1.640, H60 1.182
31 C -5.793 -0.691 2.531  C18 1.399, C28 1.668
32 H 0.766 3.968 -4.418  C14 1.095
33 H -6.378 0.299 0.457  C28 1.173
34 H 4.249 -3.327 7.458  C23 1.094
35 H 2.070 -0.539 -1.920  C27 1.170
36 H 4.173 -1.710 6.765  C23 1.094
37 H 2.343 -4.303 2.610  C17 1.091
38 H 0.899 -3.303 2.953  C17 1.092
39 H -0.603 0.624 2.013  C22 1.183
40 H 2.502 0.026 1.875  C24 1.190
41 H 1.078 3.095 -6.741  C16 1.094
42 H 0.916 3.510 0.443  C13 1.170
43 H 2.726 3.916 0.089  C13 1.194
44 H -0.296 5.231 -5.037  C14 1.095
45 H 1.451 4.825 -6.707  C16 1.094
46 H -0.104 4.247 -7.357  C16 1.094
47 H 5.492 -2.466 4.778  C21 1.095
48 H -5.655 -1.802 -3.583  S1 1.432
49 H -3.249 1.725 -5.187  C29 1.092
50 H 1.388 -4.577 4.109  C17 1.092
51 H -6.564 -1.575 0.574  C28 1.172
52 H 3.283 0.363 0.192  C24 1.194
53 H 1.946 2.526 -0.924  C13 1.170
54 H 5.732 -2.352 7.303  C23 1.094
55 H -6.330 -0.380 5.030  C18 1.194
56 H -2.803 1.887 -3.453  C29 1.091
57 H 5.717 -4.044 5.530  C21 1.095
58 H 3.428 2.319 1.356  N11 1.064
59 H -2.653 0.306 -4.277  C29 1.092
60 H -0.224 -1.491 -3.142  C30 1.182

## Properties
HOMO energy, eV: -8.18
LUMO energy, eV: -1.24
Maximum force, eV/A: 9.14
Frontier orbital gap, eV: 6.936
SMILES string: C#CCc1nc2cc(CNC)ccc2nc1S.CCOS(C)(=O)=O.CCOS(C)(=O)=O
Charge: 0

=====

Entry 3:
DFT (ωB97M-V/def2-TZVPD) results for a cluster of 8 separate species, C19H29N8O5P2 in total.

Last columns: bonded neighbours and bond lengths (Å).
Cartesian coordinates (Å):
1 P -1.393 1.747 -1.201  O3 1.658, O4 1.664, C18 1.885
2 P 5.034 2.277 -0.906  O5 1.609, O6 1.589, O7 1.467, C34 1.843
3 O -1.493 0.506 -2.296  P1 1.658, H45 0.993
4 O -1.729 1.027 0.261  P1 1.664, H56 0.974
5 O 5.467 2.714 0.581  P2 1.609, H43 0.973
6 O 5.485 3.356 -1.982  P2 1.589, H49 0.975
7 O 5.529 0.928 -1.199  P2 1.467
8 N -1.700 -1.923 4.642  C30 1.147
9 N -0.227 1.284 2.764  C17 1.148
10 N 2.611 1.788 -2.063  C22 1.333, C34 1.351, H47 1.017
11 N 2.085 4.389 2.355  C20 1.148
12 N -3.090 -5.672 -3.132  C25 1.148
13 N -3.770 -10.505 -0.696  C19 1.147
14 N -0.793 -1.745 -0.974  C21 1.150
15 N 1.369 9.307 1.641  C28 1.147
16 C -1.171 -3.766 -2.569  C21 1.453, H52 1.092, H53 1.088, H62 1.090
17 C -1.080 1.181 3.524  N9 1.148, C27 1.454
18 C 0.475 1.951 -1.065  P1 1.885, C22 1.382, C26 1.406
19 C -2.998 -9.918 -1.308  N13 1.147, C32 1.456
20 C 2.906 4.754 3.070  N11 1.148, C23 1.455
21 C -0.960 -2.636 -1.681  N14 1.150, C16 1.453
22 C 1.286 1.676 -2.150  N10 1.333, C18 1.382, H60 1.092
23 C 3.942 5.217 3.981  C20 1.455, H38 1.090, H51 1.090, H58 1.090
24 C -5.499 -4.793 -3.587  C25 1.455, H42 1.089, H57 1.090, H59 1.090
25 C -4.152 -5.282 -3.333  N12 1.148, C24 1.455
26 C 1.051 2.387 0.141  C18 1.406, C29 1.412, H50 1.091
27 C -2.153 1.050 4.497  C17 1.454, H35 1.090, H37 1.087, H48 1.091
28 C 1.224 8.404 0.949  N15 1.147, C31 1.456
29 C 2.457 2.490 0.209  C26 1.412, C34 1.373, H46 1.085
30 C -1.876 -2.227 3.550  N8 1.147, C33 1.454
31 C 1.041 7.254 0.075  C28 1.456, H36 1.090, H54 1.090, H55 1.090
32 C -2.019 -9.173 -2.087  C19 1.456, H40 1.090, H61 1.090, H63 1.090
33 C -2.100 -2.616 2.167  C30 1.454, H39 1.089, H41 1.090, H44 1.090
34 C 3.193 2.176 -0.907  P2 1.843, N10 1.351, C29 1.373
35 H -3.107 0.843 4.012  C27 1.090
36 H 0.354 6.529 0.511  C31 1.090
37 H -1.960 0.241 5.196  C27 1.087
38 H 3.731 4.912 5.005  C23 1.090
39 H -1.540 -1.982 1.482  C33 1.089
40 H -2.500 -8.456 -2.752  C32 1.090
41 H -1.790 -3.646 1.991  C33 1.090
42 H -6.093 -5.534 -4.119  C24 1.089
43 H 5.325 1.928 1.137  O5 0.973
44 H -3.154 -2.538 1.901  C33 1.090
45 H -1.027 -0.255 -1.859  O3 0.993
46 H 2.956 2.792 1.124  C29 1.085
47 H 3.218 1.563 -2.847  N10 1.017
48 H -2.272 1.967 5.076  C27 1.091
49 H 6.353 3.065 -2.319  O6 0.975
50 H 0.418 2.636 0.994  C26 1.091
51 H 4.019 6.304 3.969  C23 1.090
52 H -1.803 -4.528 -2.108  C16 1.092
53 H -1.654 -3.460 -3.495  C16 1.088
54 H 1.985 6.741 -0.108  C31 1.090
55 H 0.636 7.550 -0.893  C31 1.090
56 H -0.941 0.485 0.446  O4 0.974
57 H -5.482 -3.886 -4.192  C24 1.090
58 H 4.917 4.814 3.708  C23 1.090
59 H -6.016 -4.561 -2.657  C24 1.090
60 H 0.837 1.362 -3.094  C22 1.092
61 H -1.339 -8.615 -1.443  C32 1.090
62 H -0.227 -4.242 -2.835  C16 1.090
63 H -1.411 -9.835 -2.703  C32 1.090

## Properties
HOMO energy, eV: -12.18
LUMO energy, eV: -4.14
Maximum force, eV/A: 1.93
Frontier orbital gap, eV: 8.038
Charge: +1

=====

Entry 4:
DFT (ωB97M-V/def2-TZVPD) results for the molecule C19H29NO2S.

Last columns: bonded neighbours and bond lengths (Å).
Cartesian coordinates (Å):
1 S -5.021 4.860 0.239  C8 1.817, C12 1.824
2 O 1.593 1.393 0.333  C18 1.400, H26 0.973
3 O -0.507 3.131 1.138  C13 1.222
4 N -1.868 1.347 1.067  C5 1.449, C13 1.351, C16 1.445
5 C -0.865 0.526 1.715  N4 1.449, C7 1.541, H30 1.095, H42 1.091
6 C 4.007 -2.308 -0.458  C10 1.501, C11 1.389, C17 1.389
7 C -0.115 -0.351 0.694  C5 1.541, C18 1.546, C21 1.541, C22 1.538
8 C -5.894 3.564 -0.688  S1 1.817, H24 1.087, H32 1.085, H48 1.087
9 C 5.362 -4.212 -1.050  C11 1.383, C19 1.384, H33 1.081
10 C 3.199 -1.548 0.553  C6 1.501, C14 1.536, H40 1.092, H43 1.090
11 C 4.655 -3.486 -0.108  C6 1.389, C9 1.383, H46 1.081
12 C -3.716 3.859 1.028  S1 1.824, C15 1.525, H29 1.089, H39 1.091
13 C -1.563 2.631 0.777  O3 1.222, N4 1.351, C15 1.519
14 C 1.783 -2.135 0.654  C10 1.536, C21 1.534, H35 1.092, H52 1.091
15 C -2.608 3.465 0.057  C12 1.525, C13 1.519, H28 1.091, H37 1.091
16 C -2.914 0.545 0.475  N4 1.445, C23 1.532, H38 1.088, H45 1.096
17 C 4.080 -1.874 -1.776  C6 1.389, C20 1.384, H49 1.081
18 C 0.664 0.552 -0.290  O2 1.400, C7 1.546, H34 1.092, H44 1.098
19 C 5.428 -3.770 -2.360  C9 1.384, C20 1.384, H50 1.080
20 C 4.786 -2.598 -2.721  C17 1.384, C19 1.384, H25 1.081
21 C 0.848 -1.253 1.490  C7 1.541, C14 1.534, H31 1.091, H47 1.093
22 C -1.163 -1.192 -0.055  C7 1.538, C23 1.530, H27 1.093, H51 1.091
23 C -2.317 -0.355 -0.611  C16 1.532, C22 1.530, H36 1.091, H41 1.091
24 H -5.258 3.169 -1.476  C8 1.087
25 H 4.837 -2.245 -3.741  C20 1.081
26 H 1.109 2.133 0.741  O2 0.973
27 H -1.570 -1.930 0.642  C22 1.093
28 H -3.011 2.934 -0.806  C15 1.091
29 H -3.313 4.490 1.819  C12 1.089
30 H -1.367 -0.112 2.449  C5 1.095
31 H 1.458 -0.610 2.127  C21 1.091
32 H -6.766 4.034 -1.128  C8 1.085
33 H 5.864 -5.125 -0.762  C9 1.081
34 H 1.227 -0.078 -0.983  C18 1.092
35 H 1.851 -3.126 1.106  C14 1.092
36 H -1.966 0.265 -1.437  C23 1.091
37 H -2.112 4.369 -0.298  C15 1.091
38 H -3.706 1.167 0.063  C16 1.088
39 H -4.195 2.990 1.480  C12 1.091
40 H 3.676 -1.608 1.533  C10 1.092
41 H -3.094 -1.017 -0.999  C23 1.091
42 H -0.170 1.182 2.241  C5 1.091
43 H 3.137 -0.497 0.272  C10 1.090
44 H -0.043 1.145 -0.885  C18 1.098
45 H -3.348 -0.076 1.268  C16 1.096
46 H 4.610 -3.834 0.915  C11 1.081
47 H 0.243 -1.884 2.147  C21 1.093
48 H -6.204 2.775 -0.008  C8 1.087
49 H 3.587 -0.956 -2.060  C17 1.081
50 H 5.980 -4.336 -3.097  C19 1.080
51 H -0.693 -1.737 -0.874  C22 1.091
52 H 1.383 -2.275 -0.351  C14 1.091

## Properties
HOMO energy, eV: -8.85
LUMO energy, eV: 0.56
Maximum force, eV/A: 0.64
Frontier orbital gap, eV: 9.408
SMILES string: CSCCC(=O)N1CCC[C@](CO)(CCCc2ccccc2)C1
Energy above the lowest of the compared OMol25 structures with the same formula, charge and spin, kcal per mole: 2.2
Charge: 0